1.
The following is a quantum chemistry calculation of a structure of composition C5H6 at a distorted geometry, from the Open Molecules 2025 dataset.

The geometry in XYZ format:
```
11
Properties=species:S:1:pos:R:3:nbo_charge:R:1
C 1.03389 -0.62277 0.23177 -0.4589
C -0.03451 1.24536 -0.02601 -0.4312
C -1.03087 -0.60775 -0.25986 -0.4626
C 0.17083 -0.06464 -1.00455 0.0581
C -0.14516 0.05274 0.90782 0.0539
H 1.44154 -1.64454 0.28243 0.2255
H 1.82788 0.04722 0.57499 0.1951
H 0.73385 1.92133 0.31080 0.2095
H -0.95937 1.65612 -0.23426 0.1996
H -2.04409 -0.24735 -0.45382 0.2080
H -0.99398 -1.73571 -0.32932 0.2032
```

Strongest force on any atom ... 7.45 eV Å⁻¹
Net charge ... 0
Energy above the lowest of the compared OMol25 structures with the same formula, charge and spin ... 4.891 eV
HOMO ... -10.37 eV
Gap between HOMO and LUMO ... 10.2036 eV



2.
The following is a quantum chemistry calculation of a structure of composition C23H28F9O3Ru at a distorted geometry, from the Open Molecules 2025 dataset.

The geometry in XYZ format:
```
64
Properties=species:S:1:pos:R:3:nbo_charge:R:1
O -2.02201 2.39398 -3.48669 -0.5509
C -0.69760 2.42779 -2.71618 -0.0721
C -0.86980 3.87965 -2.32202 -0.4630
H 0.14461 2.18073 -3.40201 0.1936
H -0.73813 1.80172 -1.80575 0.1743
C -2.37777 3.59876 -2.74900 0.2792
H -0.42246 4.54202 -3.08358 0.2080
H -0.68050 4.19930 -1.30560 0.2098
C -2.74182 4.81875 -3.59205 -0.6264
H -1.95074 4.80955 -4.36038 0.2149
H -2.71254 5.75469 -2.99046 0.2161
H -3.72658 4.71952 -4.05015 0.2103
C -3.40253 3.19482 -1.67423 -0.6373
H -2.87979 2.83934 -0.78044 0.1995
H -4.08891 2.40045 -2.02138 0.2353
H -3.99538 4.05978 -1.37729 0.2105
Ru 0.32815 0.09278 1.38789 1.1450
C 0.94600 1.78851 3.17145 -0.2095
C 2.10981 1.02997 2.93381 -0.3328
C 2.42214 1.10733 1.53712 -0.2979
H 2.72361 0.53047 3.66531 0.2466
C 1.44687 1.97032 0.91279 -0.3824
C 0.48983 2.31533 1.92657 -0.3251
H -0.35096 2.97756 1.75048 0.2314
H 0.49475 1.98473 4.13269 0.2249
H 3.32713 0.76722 1.05473 0.2486
H 1.50656 2.40954 -0.08013 0.2455
C -2.09418 -0.33870 3.98148 -0.3159
C -1.93228 0.97212 3.48977 -0.1279
C -1.72411 0.88914 2.07416 -0.3429
H -2.07339 1.88008 4.08267 0.2173
C -1.67314 -0.53682 1.70796 -0.4000
C -1.78246 -1.25939 2.97002 -0.1204
H -1.76450 -2.33762 3.06164 0.2339
H -2.47616 -0.55876 4.97614 0.2271
H -1.96053 1.70634 1.39855 0.2319
H -2.08029 -0.90793 0.77017 0.2506
O 0.94085 -2.05262 -1.71431 -0.5360
C 0.26464 -1.31822 -2.74325 -0.0732
C 0.53370 -1.90060 -4.15333 -0.4403
H 0.63504 -0.29324 -2.60819 0.1708
H -0.81698 -1.30249 -2.52733 0.1731
C 1.49532 -3.06525 -3.92555 -0.4375
H 1.07683 -1.15444 -4.73724 0.2088
H -0.31753 -2.13429 -4.79891 0.2199
C 1.60772 -3.16062 -2.40197 -0.0726
H 2.47322 -2.77097 -4.31665 0.2030
H 1.25840 -4.02216 -4.39484 0.2185
H 2.66999 -3.14397 -2.09975 0.1847
H 1.12116 -4.08330 -2.05070 0.1825
F 1.08551 -1.82693 4.35700 -0.3130
C 1.14477 -3.01400 3.69077 0.9666
F 2.07553 -3.80932 4.29209 -0.3135
F -0.05957 -3.62432 3.83000 -0.3146
C 1.51171 -2.75121 2.19588 0.0145
O 0.77381 -1.72819 1.59604 -0.7673
C 3.06585 -2.52160 2.21228 0.9719
F 3.72561 -3.70260 2.23095 -0.3102
F 3.46217 -1.84072 1.11525 -0.3092
F 3.46405 -1.80729 3.30551 -0.3215
C 1.12074 -3.99244 1.33977 0.9845
F 1.70941 -5.15110 1.70504 -0.3139
F -0.21963 -4.18096 1.35686 -0.3123
F 1.47679 -3.75027 0.05649 -0.3136
```

Strongest force on any atom ... 4.67 eV Å⁻¹
Multiplicity ... 6
Net charge ... 0
Energy above the lowest of the compared OMol25 structures with the same formula, charge and spin ... 1.464 eV
HOMO (alpha / beta) ... -6.25 / -8.30 eV
Gap between HOMO and LUMO (alpha / beta) ... 6.8289 / 6.1628 eV



3.
The following is a quantum chemistry calculation of a cluster of 7 separate species, C32H62F6N2O10 in total at a distorted geometry, from the Open Molecules 2025 dataset.

The geometry in XYZ format:
```
112
Properties=species:S:1:pos:R:3:lowdin_charge:R:1
C -13.62903 25.30380 11.29543 -0.1074
C -12.26295 25.68158 10.67812 -0.2676
C -11.13486 24.78477 11.13612 -0.1722
C -9.82083 25.01685 10.29805 -0.0935
N -9.55297 24.03995 9.08456 -0.2499
C -9.80158 22.53776 9.27441 -0.1758
C -8.69859 22.15337 10.21124 -0.2882
C -7.47564 22.76672 9.52899 -0.1568
C -8.11231 24.03619 8.71367 -0.1132
C -10.50593 24.50515 7.98320 -0.1356
C -10.08034 25.70990 7.10682 -0.2090
C -11.24268 26.23876 6.23998 -0.0798
H -14.09533 24.46319 10.94360 0.0317
H -14.38462 26.11089 11.10980 0.0825
H -13.51653 25.17368 12.36100 0.0627
H -12.07474 26.76894 10.84103 0.1206
H -12.44963 25.65198 9.59697 0.0839
H -11.35511 23.68405 11.03490 0.1213
H -10.93986 24.95948 12.17612 0.1026
H -8.93870 24.88009 10.96387 0.1177
H -9.66838 26.03439 9.92649 0.1076
H -11.28518 19.89276 2.85611 -0.0088
H -10.83663 22.23482 9.37832 0.0579
H -8.49795 21.12823 10.50681 0.0939
H -8.63027 22.67946 11.22984 0.0914
H -7.09703 22.10259 8.66118 0.1047
H -6.65310 22.96202 10.27443 0.1066
H -8.12721 23.84272 7.64453 0.0845
H -7.61662 25.00883 8.80622 0.1211
H -11.39612 24.79319 8.44757 0.0649
H -10.72719 23.57937 7.41055 0.1330
H -9.23474 25.45983 6.46103 0.0815
H -9.71213 26.39887 7.91383 0.1077
H -11.50135 25.54155 5.43402 0.0692
H -11.02562 27.30103 5.90837 0.0887
H -12.10457 26.38293 6.85166 0.0452
C -8.43380 19.32553 0.26541 -0.1017
C -8.21011 20.75271 0.73090 -0.2739
C -8.14929 20.75482 2.22445 -0.1815
C -8.15198 22.22313 2.73026 -0.0589
N -7.33777 22.57559 4.01464 -0.1943
C -7.69624 23.90562 4.51034 -0.1477
C -7.15464 24.90476 3.44757 -0.1077
C -5.76577 24.27816 3.35383 -0.1589
C -5.90619 22.77618 3.69851 -0.1110
C -7.59193 21.44016 5.09823 -0.0576
C -9.04966 21.14241 5.31202 -0.2511
C -9.28553 20.38587 6.53350 -0.0994
H -8.64758 19.31398 -0.80029 0.0608
H -9.35510 19.03087 0.75087 0.0697
H -7.59884 18.63551 0.40748 0.0713
H -9.00542 21.35907 0.28261 0.1082
H -7.24676 21.18544 0.33432 0.1266
H -7.20985 20.32843 2.53355 0.0779
H -8.98426 20.18064 2.63751 0.0993
H -9.16249 22.64400 2.98288 0.1041
H -7.74454 22.79167 1.93935 0.0995
H -7.25062 24.14602 5.45153 0.1156
H -8.78870 23.83103 4.63999 0.1061
H -7.00432 25.93471 3.74558 0.1097
H -7.72259 24.84917 2.51904 0.1094
H -5.00587 24.74726 3.95813 0.1033
H -5.36249 24.33118 2.36486 0.0963
H -5.37358 22.39265 4.68382 0.1580
H -5.54529 22.05857 2.95447 0.1223
H -7.13297 21.95098 6.03454 0.1440
H -6.98410 20.56281 4.83584 0.1041
H -9.47032 20.55661 4.44560 0.1104
H -9.58896 22.03384 5.33504 0.0670
H -10.23556 20.49926 7.04749 0.0799
H -8.49291 20.30710 7.23422 0.0604
H -9.41754 19.39808 6.11936 0.0743
C -4.92620 18.66585 3.80583 -0.4951
O -3.52593 19.02033 3.75685 -0.0990
O -5.75712 19.65983 3.60103 -0.1919
C -5.14346 17.61416 2.74213 -0.5921
F -4.26847 16.66526 2.68333 0.1753
F -6.36546 16.93704 3.06843 0.0421
F -5.27172 18.13863 1.56258 0.1766
C -3.13013 19.98198 4.69473 -0.3023
C -2.25468 19.44011 5.83099 -0.0798
H -1.34864 19.02771 5.35074 0.0696
H -1.78264 20.25092 6.44723 0.0776
H -2.79557 18.76243 6.44722 0.0539
H -4.07287 20.35548 5.11806 0.0928
H -2.70421 20.88403 4.17718 0.1225
H -5.10027 18.26073 4.78715 0.1414
C -4.18272 28.42240 13.56766 -0.5190
O -3.54252 29.34700 12.56476 -0.1325
O -3.48579 28.01841 14.57474 -0.1494
C -5.44567 29.26479 13.95445 -0.5733
F -6.14055 29.69700 12.90659 0.1074
F -6.42549 28.71033 14.71880 0.0918
F -5.08496 30.38242 14.59723 0.1141
C -3.25629 28.97386 11.30161 -0.3759
C -1.74935 29.05366 10.96327 -0.0770
H -1.19008 28.45899 11.68555 0.0716
H -1.44277 28.75353 9.92225 0.0642
H -1.68634 30.12995 11.00562 0.0550
H -3.84071 29.65104 10.58352 0.1203
H -3.69107 27.95738 11.17081 0.1045
H -4.59485 27.71781 12.86459 0.1076
O -11.87444 19.40533 3.43015 -0.0794
C -3.33672 27.77045 6.87931 -0.3576
O -4.48610 27.54521 7.03861 0.1807
O -2.26588 28.21872 6.62207 0.1659
H -12.37843 20.18751 3.77086 0.0411
O -12.09396 22.48553 2.51539 0.0331
C -11.53412 23.00371 3.66302 -0.7630
O -10.60749 23.82555 3.35652 -0.0968
O -12.10159 22.54788 4.70800 -0.0438
H -11.67817 23.01437 1.86584 0.0611
```

Strongest force on any atom ... 3.34 eV Å⁻¹
Net charge ... -2
HOMO ... -2.47 eV
Gap between HOMO and LUMO ... 5.5499 eV



4.
The following is a quantum chemistry calculation of a cluster of 7 separate species, H13S7 in total at a distorted geometry, from the Open Molecules 2025 dataset.

The geometry in XYZ format:
```
20
Properties=species:S:1:pos:R:3:nbo_charge:R:1
S -0.13004 -0.89123 2.12986 -0.9453
H -0.82240 -0.91387 3.27140 0.1170
S 3.79116 -0.67496 0.95317 -0.3582
H 3.28481 -0.92939 -0.28313 0.1384
H 2.58471 -0.78147 1.57384 0.2043
S 0.65886 2.32566 3.33762 -0.4074
H 1.50496 1.77715 4.24878 0.1366
H 0.28902 1.28533 2.58725 0.1981
S -2.33703 -2.21008 -0.72190 -0.2954
H -2.36407 -2.35422 0.58488 0.1794
H -3.37386 -2.97253 -1.07435 0.1193
S -2.88543 0.78607 0.26190 -0.3995
H -2.61401 2.00095 0.75227 0.1133
H -1.81030 0.21530 0.90392 0.2005
S 0.91934 -1.56710 -2.68425 -0.3436
H -0.30756 -1.60319 -3.39597 0.1666
H 0.58346 -1.88414 -1.45065 0.1759
S 0.07032 2.34491 -3.38595 -0.2942
H 0.47694 2.62018 -2.16377 0.1538
H 1.17346 1.72775 -3.80172 0.1402
```

Strongest force on any atom ... 1.97 eV Å⁻¹
Net charge ... -1
Energy above the lowest of the compared OMol25 structures with the same formula, charge and spin ... 0.000 eV
HOMO ... -4.13 eV
Gap between HOMO and LUMO ... 6.8115 eV



5.
The following is a quantum chemistry calculation of an isolated molecule of C13H20NO5P at a distorted geometry, from the Open Molecules 2025 dataset.

The geometry in XYZ format:
```
40
Properties=species:S:1:pos:R:3:nbo_charge:R:1
C 1.08668 -5.98424 -0.08210 -0.3805
C 0.77895 -4.65459 -0.24558 -0.1965
C 1.76589 -3.52250 -0.01909 -0.4413
C 1.16027 -2.36748 0.84027 -0.0036
C 0.56898 -2.97180 2.10373 0.4331
O 1.26640 -3.49004 2.96374 -0.5192
O 0.14027 -1.77760 -0.00565 -0.8115
P -0.14789 -0.18446 0.29327 2.5382
O -0.42786 -0.08679 1.76112 -1.1093
O -1.50066 0.28903 -0.57029 -0.7720
C -2.29747 -0.85139 -0.94059 -0.0699
C -3.65858 -0.40217 -1.48884 -0.6231
O 1.16969 0.59060 -0.15414 -0.7599
C 1.02013 1.93173 -0.24585 0.2711
C 1.38219 2.51421 -1.43939 -0.2734
C 1.18455 4.01918 -1.67050 -0.2200
N 0.49344 4.70775 -0.54845 -0.6083
C 0.29282 4.09410 0.69845 0.2735
C -0.35611 4.89531 1.81587 -0.6481
C 0.58192 2.76844 0.88644 -0.4328
H 0.37351 -6.76628 -0.34067 0.2015
H 2.07661 -6.29647 0.27492 0.1942
H -0.20835 -4.44246 -0.63063 0.2026
H 2.65352 -3.86435 0.44633 0.2298
H 1.99248 -3.12247 -1.01804 0.2309
H 1.96230 -1.68183 1.15848 0.2274
H -0.49720 -3.12171 2.14331 0.1324
H -2.46790 -1.51967 -0.09832 0.1855
H -1.75476 -1.46231 -1.70680 0.1778
H -3.55963 0.22850 -2.36898 0.2146
H -4.15011 0.15638 -0.68143 0.2167
H -4.24847 -1.28345 -1.71414 0.2177
H 1.79132 1.86012 -2.22520 0.2188
H 0.56923 4.11991 -2.63939 0.1893
H 2.11908 4.50485 -1.87233 0.1827
H -0.05672 5.55091 -0.77097 0.3963
H -0.54882 5.89560 1.44323 0.2088
H -1.30673 4.39435 2.12491 0.2391
H 0.32995 5.00184 2.66569 0.2376
H 0.42706 2.33128 1.85760 0.2498
```

Strongest force on any atom ... 5.00 eV Å⁻¹
Structure (SMILES) ... C=CC[C@H](C=O)O[P@](=O)(OCC)OC1=CCNC(C)=C1
Net charge ... 0
Energy above the lowest of the compared OMol25 structures with the same formula, charge and spin ... 0.466 eV
HOMO ... -7.27 eV
Gap between HOMO and LUMO ... 7.9894 eV



6.
The following is a quantum chemistry calculation of an isolated molecule of C12H16P2 at a distorted geometry, from the Open Molecules 2025 dataset.

The geometry in XYZ format:
```
30
Properties=species:S:1:pos:R:3:nbo_charge:R:1
C -1.79289 -2.69017 0.50228 -0.8802
P -0.95400 -2.26357 -0.86139 0.7403
C -0.10611 -0.59244 -0.63502 -0.6996
P 1.24642 -0.59673 -1.90609 0.7542
C 2.70369 -0.16675 -1.23168 -0.8789
C 0.22410 -0.22471 0.76440 -0.0424
C 0.19305 1.10989 1.20520 -0.2366
C 0.63908 1.36666 2.50300 -0.1830
C 1.34221 0.43212 3.29205 -0.2430
C 1.41966 -0.85172 2.76848 -0.1838
C 0.91937 -1.17820 1.50261 -0.2251
C -1.16322 0.61609 -1.24754 -0.1830
C -0.43479 1.76652 -1.87569 -0.6518
C -2.04582 0.15065 -2.37679 -0.6165
H -2.63660 -3.35263 0.35605 0.2322
H -1.69937 -2.25836 1.55542 0.2320
H 3.59363 -0.36667 -1.88648 0.2339
H 2.95450 0.35323 -0.30000 0.2296
H -0.29264 1.89450 0.63045 0.2196
H 0.66108 2.50424 2.87310 0.2092
H 1.62745 0.63507 4.28055 0.2175
H 1.95446 -1.64830 3.46457 0.2131
H 1.05814 -2.16569 1.17743 0.2193
H -1.73130 1.02825 -0.47386 0.2107
H -1.28132 2.43467 -1.97171 0.2208
H 0.11415 1.59692 -2.88186 0.2278
H 0.36551 2.25227 -1.27344 0.2217
H -2.62410 -0.85025 -2.25272 0.2247
H -1.52079 0.02723 -3.23659 0.2072
H -2.73358 1.03788 -2.46473 0.2100
```

Strongest force on any atom ... 4.45 eV Å⁻¹
Structure (SMILES) ... C=PC(P=C)(c1ccccc1)C(C)C
Net charge ... 0
Energy above the lowest of the compared OMol25 structures with the same formula, charge and spin ... 0.898 eV
HOMO ... -8.56 eV
Gap between HOMO and LUMO ... 8.5329 eV